Here is C47H61IrN4O4S2Se as an isolated structure in a non-equilibrium geometry from OMol25. Energies are from ωB97M-V/def2-TZVPD.

Geometry as XYZ:
```
120
C47H61IrN4O4S2Se | OMol25 | ωB97M-V/def2-TZVPD
H -0.91824 -1.44980 5.51580
H 1.11426 -2.79675 2.63329
H 5.19151 -0.14672 -6.08520
H -4.57573 6.07038 -0.39630
H -0.64468 -4.44349 5.42438
H 4.31592 -0.76701 4.58868
C 2.69889 -0.92866 -3.03419
N 2.74737 -1.07560 1.65843
C 4.03153 -1.22552 3.65216
C 0.54610 -3.55131 3.17228
H 4.42552 -5.72566 0.05198
C -3.15511 -1.23265 0.82391
H -2.08111 7.10029 1.01031
C 2.10187 -2.95213 -4.20761
H -2.32347 -0.80377 -4.66678
C 2.60525 -2.86633 0.10500
H -2.69726 2.78125 -0.55536
C 0.29912 2.46836 1.02166
H 3.13035 2.82174 1.18085
H 4.17351 0.29805 -3.97492
H 0.44243 -1.07502 4.44915
H 3.03158 4.38466 0.36026
C -5.38555 -3.99563 2.26035
C -0.40666 4.76238 0.91322
H 5.56962 -1.86485 -6.21575
C 1.80812 5.74891 2.40803
C 0.68790 1.08175 -6.58077
H -0.61880 -0.28047 -3.14720
C 3.75462 -1.45305 -5.14396
H 1.83813 6.32971 1.48308
C 4.75665 -1.13612 -6.22414
C -1.56651 4.44850 0.19424
H -0.10252 1.24012 -7.31577
H -6.12803 -1.37655 2.51945
N -0.57226 0.13395 -4.06932
H 0.94524 6.06988 2.99707
C 1.95682 -2.09601 -3.11832
H 2.67286 3.80605 4.05981
C -0.90308 2.15066 0.42020
C -2.47976 5.50732 -0.42802
H 4.29471 -1.17939 -7.21226
H -3.98889 5.38431 1.12932
Se -1.06666 0.38744 -0.24383
H 2.57764 -0.26004 -2.19419
C -2.83605 -2.70630 2.65240
O 1.22902 1.55247 1.26605
H -2.99521 6.15163 -2.44207
H -5.92020 -0.89798 0.83142
C 0.12889 1.27558 -4.13308
H -2.19408 -3.60930 5.27180
Ir 1.15235 -0.33342 0.63268
H 0.79232 0.01737 -6.38784
H -6.35470 -4.40829 1.97165
H -0.88186 -1.41486 -5.48605
H -7.10015 -2.14895 1.25487
C 4.56426 -4.27922 1.59520
C -0.09376 -1.88293 4.94337
H -4.25643 -4.09163 -0.26098
H -3.20122 -3.50658 3.27854
C -2.04413 6.92813 -0.06882
H -6.01088 -3.84828 -0.32539
O 0.71678 -3.99956 -1.89820
H 1.79708 2.43712 3.34342
H 5.24686 -2.96222 3.88360
H 1.52311 -3.86645 -4.24204
C 3.59276 -0.61480 -4.04697
H 0.91658 2.69142 -5.23903
C -1.54434 -2.23134 2.89618
C 1.78768 3.51688 3.48442
N 1.58328 -2.06667 -0.46872
H 5.28452 -4.83377 2.18389
H 1.21756 -4.05664 3.87451
H 3.93123 4.24108 1.88290
H -1.37858 5.42795 -2.30078
H -3.72749 -0.84215 -0.00991
H 0.58662 -2.37891 5.64275
H -4.91507 -2.55823 -0.83936
S 0.83959 -2.56842 -1.82840
C 3.04761 3.89466 1.33744
C -0.62640 -2.90553 3.92621
O -0.37315 -1.81238 -1.99962
C -1.07796 -1.19044 2.07933
C -1.81261 3.10881 -0.01875
H 3.11028 -3.28001 -6.06880
H 0.89997 3.78031 4.06457
C 3.17160 -2.31592 1.27948
C -3.92528 5.30774 0.04134
H -1.03129 7.13630 -0.42211
C -1.89564 -0.72330 1.06864
C -2.41348 5.36097 -1.95781
C 3.09606 -4.07820 -0.32699
H 0.18174 -4.28581 2.44901
H 2.70983 5.98502 2.97708
C 0.52364 3.82662 1.34815
C 4.10662 -3.02467 2.05211
H -0.20918 5.80259 1.12568
C -6.11098 -1.74685 1.49155
H -1.56264 0.16597 -5.92101
O 0.14459 -0.63288 2.25417
H -1.69776 -4.80836 4.05824
C -3.66264 -2.23887 1.63142
H -4.31060 4.32913 -0.25143
C -1.36690 -0.51573 -5.10098
C 3.13898 -0.55666 2.80018
N 0.44581 1.80840 -5.33980
C -5.03837 -2.83294 1.33090
C -1.34471 -4.00536 4.70957
C 4.52830 -2.43611 3.26536
H -2.80571 4.39487 -2.28258
H 2.74664 0.42349 3.04418
C 1.77678 4.24544 2.13107
H -2.71624 7.64440 -0.54678
H 2.69508 -4.53395 -1.21706
H 1.62525 1.43080 -7.01428
C -5.05520 -3.36117 -0.11299
H -5.45650 -3.67397 3.30253
H -4.64925 -4.80007 2.19027
C 2.98932 -2.61877 -5.21724
S 0.58893 2.07636 -2.71279
C 4.07595 -4.76979 0.42143
```

## Properties
Relative energy (zero: lowest compared OMol25 entry of this formula, charge and spin) (kcal/mol): 0.0
Total energy (hartree): -5649.75125
LUMO energy (eV): -0.648

Here is C47H61KN13O6PS as an isolated structure in a non-equilibrium geometry from OMol25. Energies are from ωB97M-V/def2-TZVPD.

Geometry as XYZ:
```
130
C47H61KN13O6PS | OMol25 | ωB97M-V/def2-TZVPD
N 3.71485 1.32480 -0.88499
C -2.14496 -7.01105 5.36508
C 5.72138 -2.89518 -0.58063
C 1.64684 -0.01310 -5.13827
H 3.51188 -1.40824 4.26880
H -2.24020 3.31220 -0.62503
H -2.66480 4.34158 -8.31275
H -1.05618 0.61646 5.16284
C -3.81811 0.42653 -0.12364
N 1.81760 3.31725 -1.37408
H 6.70625 -0.96979 -0.55657
N -0.48074 -0.70433 -8.12024
C -0.67662 -4.31638 -0.88769
H 1.01392 -1.47741 4.33073
C 0.78552 -0.47732 4.71324
H 2.48214 -0.70171 6.06594
H -3.52712 -4.36363 1.75509
C 5.77984 -1.51853 -0.45744
C -2.36266 3.35598 -7.97820
H 1.92221 -1.03428 -5.42375
C 3.19032 0.53867 3.33865
H -0.19416 2.36545 3.60495
H 6.61698 -3.46838 -0.78810
O 4.65487 1.82638 -2.92899
H -1.76801 -4.30418 -0.97293
C 0.88501 2.35222 3.79769
C 4.70710 0.70598 -0.24331
H 0.39253 2.43276 5.92679
H 2.10196 2.75223 5.58215
C -1.30082 1.27448 -8.35615
C 3.80951 1.98840 -2.02210
C -3.73700 3.35928 1.52520
H 3.44679 0.98403 2.37218
C 0.43687 -0.01592 -4.26638
C 1.90922 4.74762 -3.75818
C 2.73925 3.04099 -2.29113
H -6.13893 2.68697 0.69020
C 2.81777 3.73971 -3.49657
C -1.68069 2.52948 -8.83819
K 0.68586 -1.08708 -0.46515
H -2.88425 4.04148 1.54925
C -1.58380 -3.85643 2.47593
H 0.34234 -3.58050 3.36368
H 1.44771 0.67286 6.46126
H 3.80606 0.89140 5.40935
H -1.19285 -0.55103 3.82908
C -0.58458 -4.14814 3.39657
H 0.01701 -5.37809 5.04489
H 0.22617 5.83969 -2.94165
C 4.49678 -3.52899 -0.44130
H -4.14125 0.30226 -1.16064
H -5.63603 2.13490 -0.91964
N 3.42693 -1.41802 -0.07022
N -3.33507 2.08480 2.12127
H -0.30446 -2.04599 -6.07969
C 4.00368 1.27322 4.40461
O 5.71500 1.20929 0.26252
N -0.60850 0.24772 -8.96672
H -3.20342 3.63973 -6.00901
C -1.60699 0.88982 -7.05390
H -2.00588 -1.77350 -5.71245
H 0.24645 4.52147 -0.84198
C 1.08355 2.89208 5.21566
H 3.59746 3.45781 -4.19089
H -3.85615 -6.18851 3.42359
C 3.59807 -0.93925 3.28097
H -2.61075 -0.88615 -3.54762
H 1.49073 0.56817 -6.05426
H 3.81588 2.34765 4.39816
H -4.15968 0.19000 2.44058
H -2.52696 1.42844 -5.15006
C -4.47333 1.15699 2.04310
N 0.34281 0.53691 -3.08751
H -5.29488 1.54458 2.65208
C -2.76113 -4.59519 2.48888
O 0.20843 -2.53350 -2.22128
H 4.40092 -4.60430 -0.53220
C -0.18225 -3.74069 -2.24173
C -0.93223 0.26104 -2.62832
C -0.74465 -0.37482 4.80928
N -1.07905 -0.36310 -6.96661
H 0.87676 3.97127 5.21587
O -0.25518 -4.52293 -3.22348
C -2.67205 2.95436 -6.65893
C -1.04357 -1.29266 -5.83029
H -1.94762 0.54813 1.71239
C 3.38316 -2.75138 -0.17148
H -1.38007 2.18739 1.33900
H 1.41333 2.89300 1.74243
N -0.73809 -0.63772 -4.60083
C -5.30953 2.26900 0.11321
H -2.47299 -7.93311 4.87881
C -1.62439 -0.44446 -3.55495
H -4.54808 3.79290 2.11668
N -4.19287 3.22399 0.12955
C -1.94333 -5.90719 4.35382
N -4.95027 0.96349 0.66391
H -2.91115 -6.73730 6.09733
H -1.22130 -7.22163 5.90838
H 1.11793 4.28357 2.81581
C -2.93498 -5.61125 3.42218
O -2.53688 -2.53595 0.47580
C 0.95210 5.04668 -2.79609
C 4.60565 -0.80986 -0.22648
H 5.06867 1.13139 4.18778
C -2.30651 1.72313 -6.16935
H -1.13922 -1.12477 5.50329
H -1.26046 0.58359 -1.64838
H 0.90090 -0.96958 6.81280
H -0.35746 -5.35960 -0.84644
C -2.24328 1.51588 1.30073
P 1.33117 0.60656 3.29613
H 1.94446 5.29826 -4.69065
H -1.43074 2.83095 -9.84919
C 1.54138 3.27323 2.75913
H -3.52199 -0.54341 0.26542
C 0.96035 4.30233 -1.62897
H 2.97626 -1.49510 2.57796
C -0.77000 -5.15731 4.32889
O -0.62747 -1.55248 1.66133
C 1.44680 -0.35141 6.08727
H 2.40665 -3.20827 -0.01665
N -2.66526 1.33663 -0.09154
N -0.19530 -3.56275 0.29461
H 4.63698 -1.02782 2.94949
H 2.46831 0.42993 -4.57495
C -3.08106 2.62568 -0.63980
H -3.39947 2.48942 -1.67627
H 2.62183 3.35601 2.92429
S -1.23543 -2.75783 1.09834
```

## Properties
Total charge: -2
Total energy (hartree): -4330.44947
LUMO energy (eV): 3.715

Look up the total energy of the first one. -5649.75125 hartree

The highest total energy belongs to which entry? C47H61KN13O6PS

Which of these has the lowest total energy? C47H61IrN4O4S2Se

The lowest total energy belongs to which entry? C47H61IrN4O4S2Se